C21H36P2RuTe | ωB97M-V with the def2-TZVPD basis set

Each line ends with the Löwdin charge.
Cartesian coordinates (Å):
P  0.040  -2.220  1.487  0.686
P  0.581  2.568  0.966  0.773
C  1.225  0.594  -1.025  -0.387
C  1.653  1.956  -0.435  -0.432
H  2.078  0.214  -1.634  0.062
H  1.033  -0.174  -0.222  -0.058
H  2.658  1.891  0.029  0.077
H  1.779  2.711  -1.241  0.099
C  -0.866  3.084  -0.053  -0.269
H  -1.296  3.970  0.423  0.056
H  -1.611  2.278  -0.083  0.017
H  -0.562  3.324  -1.080  0.054
C  1.403  4.115  1.490  -0.224
H  1.025  4.973  0.912  0.072
H  2.495  4.030  1.367  0.064
H  1.175  4.251  2.564  0.055
C  -0.869  -3.114  0.155  -0.214
H  -1.057  -4.162  0.464  0.083
H  -0.292  -3.140  -0.780  0.039
H  -1.825  -2.621  -0.073  0.054
C  1.768  -2.551  0.997  -0.221
H  2.407  -1.691  1.218  0.055
H  1.854  -2.780  -0.077  0.064
H  2.105  -3.427  1.567  0.067
Ru  -0.304  0.069  -2.361  1.233
C  -0.057  1.352  -3.774  -0.336
C  -1.471  1.256  -3.506  -0.301
C  -2.441  0.458  -4.337  -0.187
C  -1.962  -0.999  -4.593  -0.170
C  -1.083  -1.424  -3.447  -0.333
C  0.347  -1.455  -3.508  -0.326
C  1.082  -0.791  -4.649  -0.187
C  0.601  0.662  -4.953  -0.160
C  -0.221  -3.098  3.044  -0.233
H  0.457  2.232  -3.346  0.108
H  -1.901  2.133  -3.019  0.097
H  -2.663  1.015  -5.254  0.123
H  -3.424  0.408  -3.847  0.114
H  -2.848  -1.655  -4.624  0.121
H  -1.503  -1.113  -5.582  0.117
H  -1.578  -2.086  -2.724  0.093
H  0.846  -2.333  -3.055  0.105
H  1.038  -1.415  -5.553  0.124
H  2.154  -0.761  -4.405  0.110
H  1.478  1.281  -5.195  0.119
H  -0.028  0.645  -5.847  0.117
H  -0.080  -2.411  3.877  0.032
H  0.511  -3.907  3.106  0.069
H  -1.237  -3.501  3.046  0.073
Te  -0.601  0.281  2.166  1.263
C  -0.384  0.355  4.351  -0.531
C  -1.506  0.256  5.192  -0.122
C  -1.326  -0.065  6.558  -0.041
C  -0.034  -0.181  7.094  -0.031
C  1.081  0.045  6.261  -0.044
C  0.903  0.368  4.899  -0.147
H  -2.499  0.397  4.783  0.101
H  -2.195  -0.227  7.192  0.121
H  0.109  -0.423  8.149  0.125
H  2.085  -0.034  6.665  0.117
H  1.754  0.589  4.260  0.096

Frontier orbital gap (alpha / beta) in Ha: 0.15816 / 0.17757
E_HOMO (alpha / beta) in eV: -11.86 / -13.37
Spin multiplicity: 5
Total charge: +2
Total energy in hartree: -1866.58081